125
Properties=species:S:1:pos:R:3:forces:R:3:lowdin_charge:R:1 method="wB97M-V/def2-TZVPD" charge=0 lumo_ev=0.218
H -5.470 1.007 -2.848 0.0 0.1 0.1 0.16
H 7.357 -3.356 2.394 0.2 0.1 0.0 0.11
C 1.407 -2.104 -1.511 0.2 0.0 0.3 -0.04
O -1.195 3.279 -1.660 -0.1 0.0 0.1 0.17
F -6.795 1.423 -1.408 0.1 -0.1 0.0 0.08
O -3.804 -5.729 0.814 0.2 0.2 -0.1 0.08
H -2.707 0.926 0.291 -0.2 0.1 0.1 0.15
F 6.520 -2.470 4.584 0.0 0.1 0.0 0.06
C 1.189 -3.170 -2.560 -0.4 0.1 0.1 -0.30
O -2.188 0.455 4.091 -0.5 0.5 0.1 0.16
O 6.283 -0.887 2.982 -0.1 -0.1 -0.2 0.11
H -2.728 7.151 5.083 -0.1 0.0 -0.2 0.15
O 0.947 -2.403 -3.728 0.4 0.0 0.1 0.13
H 3.551 2.712 -7.763 0.1 0.0 0.0 0.17
O -7.515 3.691 -5.067 0.0 0.3 -0.2 0.16
H 2.074 -2.418 -0.713 0.1 0.2 -0.1 0.14
C 1.813 1.148 -9.246 -0.1 -0.1 -0.1 -0.55
P 3.634 0.848 4.125 0.0 -1.2 -1.6 0.88
H 10.210 -3.869 5.551 0.1 0.0 0.0 0.18
O -2.604 1.803 -2.631 0.1 0.2 -0.3 0.12
C -3.732 5.340 4.444 0.0 0.3 -0.3 -0.30
H 4.819 3.221 2.295 0.2 -0.1 -0.7 0.13
C -2.169 1.644 0.913 0.2 -0.1 -0.2 -0.03
C -3.024 6.179 5.480 0.0 0.1 0.3 -0.05
O 3.657 0.045 5.564 -0.1 1.1 0.2 -0.25
O -6.657 -0.608 -2.387 0.2 0.1 -0.3 0.13
H -0.573 0.423 -4.713 0.1 0.2 0.1 0.14
C -1.632 4.603 4.678 0.2 0.0 0.0 -0.54
H 2.889 0.844 -6.319 -0.2 0.0 0.0 0.12
O 1.987 -1.046 -2.286 -0.2 -0.2 -0.2 0.09
C 5.464 2.467 2.735 -1.0 0.1 1.3 -0.13
O 7.438 3.865 5.085 -0.3 -1.1 -0.8 0.18
C -1.384 2.364 -2.390 0.3 0.0 0.0 -0.55
C 1.616 -1.225 -3.572 0.1 0.1 0.1 -0.57
H -10.187 1.979 -7.122 0.0 0.0 -0.1 0.18
C 9.352 -5.844 6.002 -0.1 0.0 0.4 -0.05
C 6.853 3.065 4.415 0.4 -0.3 -0.3 -0.54
C 8.397 -5.309 4.040 -0.2 -0.1 -0.1 -0.53
C 10.246 -4.910 5.224 0.3 -0.3 -0.1 -0.31
O 6.727 3.063 3.056 0.2 0.9 0.1 0.05
C 1.613 -1.895 3.134 -0.1 0.2 0.2 -0.56
H -0.858 -0.293 -3.114 -0.2 0.0 0.0 0.14
F 11.532 -5.332 5.219 0.0 0.0 -0.1 0.08
H -1.061 -2.480 4.651 0.2 -0.1 0.1 0.15
C -6.502 0.791 -2.570 -0.3 0.0 0.3 -0.30
F -4.231 2.824 0.933 0.0 0.0 0.1 0.08
H -8.506 1.278 -3.232 0.1 -0.1 0.2 0.15
H -4.551 -4.460 -0.645 0.1 0.1 0.0 0.15
F -10.405 3.475 -8.429 0.1 0.0 0.0 0.08
C 6.329 -3.060 2.288 -0.5 0.3 -0.4 -0.05
F -3.283 -0.080 -3.679 -0.1 0.1 0.0 0.08
F 0.089 -3.916 -2.290 0.1 -0.1 -0.1 0.07
C -10.049 3.059 -7.192 0.0 0.3 -0.3 -0.31
O -2.257 -4.110 0.868 -0.1 -0.7 -0.1 0.10
C -1.010 0.594 -3.733 0.2 0.0 -0.3 -0.05
H -0.553 -3.483 2.472 -0.1 0.0 -0.1 0.16
H 2.314 2.664 4.426 -0.5 0.0 0.4 0.03
O -9.757 3.854 -5.069 0.0 -0.1 -0.2 0.08
C 6.262 -0.909 1.619 0.0 0.0 -0.1 -0.55
C 4.900 2.214 4.157 0.2 0.6 0.1 -0.40
O 6.279 0.064 0.940 0.1 -0.1 -0.2 0.16
C -2.971 -5.011 1.605 -0.2 0.0 0.1 -0.54
O -3.428 1.851 2.811 0.4 0.2 0.1 0.14
O 0.931 -1.926 4.290 -0.1 -0.2 -0.4 0.09
O -2.862 -5.146 2.776 0.0 0.1 0.1 0.19
H -2.642 3.531 1.919 -0.1 0.1 0.0 0.15
O 7.599 -5.202 3.168 0.3 -0.6 0.2 0.15
H -3.612 6.327 6.381 0.1 -0.1 0.1 0.14
H 1.883 1.808 3.144 -0.3 -0.3 0.0 0.03
O 9.717 -5.010 3.911 -0.2 0.3 0.3 0.14
C -7.512 1.097 -3.646 0.1 0.3 -0.4 -0.04
H 4.797 -2.168 3.593 0.1 0.0 0.1 0.13
C -8.551 3.649 -5.645 0.1 0.3 0.0 -0.55
O -2.651 4.714 3.772 -0.1 0.0 0.5 0.10
H -4.395 4.576 4.854 -0.1 0.0 -0.1 0.18
H -1.553 -5.138 -0.760 0.0 0.1 -0.1 0.17
O 6.204 -2.174 1.156 -0.1 0.1 0.3 0.09
O -0.417 1.730 -3.092 -0.3 0.0 0.0 0.09
C -10.742 3.853 -6.111 -0.3 0.0 0.2 -0.04
F 5.011 1.440 -8.268 0.0 0.1 0.0 0.07
O -8.683 3.374 -6.969 -0.2 -0.3 0.3 0.14
C 2.964 0.627 -7.381 -0.1 0.0 0.4 -0.06
H 2.045 -3.826 -2.723 -0.1 -0.1 0.0 0.18
O 2.794 -1.808 3.041 0.0 -0.4 -0.2 0.10
H 5.712 -3.941 2.163 -0.1 0.1 -0.2 0.14
O -0.690 3.904 4.533 0.1 0.0 -0.1 0.19
N 2.147 1.708 4.117 1.3 0.6 0.3 -0.13
O 6.135 1.972 4.849 -0.1 0.4 1.2 0.01
H 9.235 -5.553 7.043 -0.2 0.1 -0.1 0.14
O -7.521 -0.130 -4.395 0.1 0.0 0.3 0.07
C -2.390 -4.496 -0.483 -0.2 0.5 -0.2 -0.32
C 5.873 -2.172 3.418 0.1 -0.1 0.2 -0.30
H -7.228 1.943 -4.275 0.0 -0.6 0.1 0.10
C -2.373 1.036 3.070 0.1 -0.2 0.0 -0.54
F -4.420 6.103 3.562 0.0 -0.1 0.0 0.08
C 3.685 1.702 -8.156 0.2 -0.3 -0.2 -0.31
H -3.812 -5.948 -1.265 0.0 -0.2 0.2 0.14
H -0.827 -0.827 4.003 0.3 -0.7 0.0 0.11
F -1.474 -1.827 1.820 0.2 0.0 0.0 0.07
H 0.468 -1.762 -1.074 -0.1 -0.1 -0.1 0.14
H -2.741 1.575 -4.670 -0.1 -0.1 0.0 0.18
O -1.550 0.956 2.006 -0.1 0.2 0.0 0.07
C -3.097 2.587 1.638 -0.4 -0.2 -0.4 -0.30
O 1.838 -0.460 -4.450 -0.1 0.1 -0.2 0.17
H 4.513 -0.395 5.605 0.1 -0.2 0.2 0.04
O 0.771 -1.963 2.060 0.2 -0.3 0.1 0.12
O 1.672 0.630 -8.000 0.2 0.1 -0.1 0.07
H 4.567 3.194 4.538 -0.6 -0.2 0.1 0.13
C -7.083 -1.119 -3.577 -0.1 -0.1 0.0 -0.56
C -3.738 -5.173 -0.507 -0.2 -0.2 -0.1 -0.04
O 3.084 1.611 -9.436 -0.2 0.2 0.3 0.13
H -1.435 2.162 0.306 0.2 0.0 0.2 0.12
H 9.702 -6.876 5.957 0.1 0.1 -0.1 0.15
C -0.486 -2.400 2.558 -0.3 0.4 0.0 -0.30
H 3.428 -0.351 -7.511 0.1 0.1 -0.1 0.15
O 0.952 1.198 -10.055 -0.1 0.0 -0.1 0.18
F -2.379 -3.380 -1.254 0.0 0.0 0.0 0.07
H 5.532 1.530 2.196 0.4 0.3 -0.3 0.07
O -7.066 -2.269 -3.859 0.0 -0.1 0.0 0.18
O -1.857 5.395 5.751 -0.2 0.0 -0.2 0.08
H -10.943 4.878 -6.423 0.1 0.0 -0.2 0.15
C -0.475 -1.871 3.967 -0.1 0.3 0.3 -0.02
C -2.463 0.995 -3.789 0.0 -0.3 0.3 -0.30
O 8.113 -5.726 5.292 0.2 0.1 0.0 0.08
H -11.667 3.395 -5.773 0.1 -0.1 0.2 0.14